Record 1
The following is a quantum chemistry calculation of a cluster of 2 separate species, C18H15BrF7N3O4S2 in total at a distorted geometry, from the OMol25 dataset.

Geometry (Å):
Br1 5.60 2.64 2.88
S1 8.26 1.51 0.69
S2 4.51 6.56 0.73
F1 2.54 1.60 2.64
F2 1.08 2.82 1.45
F3 4.30 0.05 1.05
F4 3.27 3.48 0.15
F5 2.49 1.71 -0.99
F6 4.82 0.92 -0.97
F7 1.36 0.56 1.05
O1 8.85 1.92 2.00
O2 6.69 0.98 1.06
O3 7.72 2.91 -0.11
O4 9.04 0.59 -0.18
N1 -5.25 -4.70 -2.17
N2 6.60 4.55 1.00
N3 -2.60 0.96 1.03
C1 -4.47 -0.45 0.63
C2 4.45 1.27 0.35
C3 6.35 3.28 0.21
C4 -4.27 -2.46 -0.85
C5 -5.36 -4.61 -0.83
C6 -5.73 -5.92 -2.85
C7 3.10 2.10 0.24
C8 2.01 1.77 1.37
C9 5.69 2.04 0.99
C10 -4.69 -3.71 -2.88
C11 -2.35 -0.97 -0.31
C12 5.69 5.42 0.73
C13 -3.91 0.68 1.22
C14 -4.19 -2.58 -2.24
C15 -2.05 2.19 1.64
C16 -4.89 -3.50 -0.15
C17 -3.70 -1.29 -0.16
C18 -1.82 0.16 0.30
H1 -5.83 -5.44 -0.31
H2 -3.75 -1.80 -2.84
H3 -0.98 2.25 1.43
H4 -2.56 3.04 1.19
H5 5.82 3.70 -0.70
H6 -4.63 -3.82 -3.96
H7 -5.53 -0.64 0.79
H8 -4.49 1.36 1.83
H9 -1.69 -1.60 -0.90
H10 -2.22 2.15 2.71
H11 -6.79 -6.05 -2.61
H12 -5.61 -5.82 -3.93
H13 -0.78 0.43 0.19
H14 -5.14 -6.76 -2.49
H15 -4.98 -3.47 0.93

Results
HOMO-LUMO gap in eV: 5.17
HOMO energy in eV: -12.983
Total charge: +2
Spin multiplicity: 1
LUMO in Ha: -0.2870



Record 2
The following is a quantum chemistry calculation of a cluster of 2 separate species, C2H6O3PS in total at a distorted geometry, from the OMol25 dataset.

Geometry (Å):
S1 1.86 0.45 -0.26
P1 0.59 -1.80 0.29
O1 2.09 -0.40 0.93
O2 2.75 0.18 -1.38
O3 1.72 1.91 0.06
C1 0.22 -0.37 -0.70
C2 -2.19 1.03 0.32
H1 -2.76 1.48 -0.48
H2 -0.03 -0.44 -1.83
H3 -0.63 -2.46 0.00
H4 -1.24 1.48 0.58
H5 -2.38 0.20 0.90
H6 0.03 -1.25 1.55

Results
HOMO-LUMO gap (alpha / beta) in eV: 8.04 / 7.40
Energy relative to the best compared isomer or geometry (same formula, charge and spin) in eV: 7.045
HOMO energy (alpha / beta) in eV: -4.775 / -4.094
Total charge: -1
Spin multiplicity: 1
LUMO (alpha / beta) in Ha: 0.1200 / 0.1216



Record 3
The following is a quantum chemistry calculation of a structure of composition C23H47AlBrCl2O4 at a distorted geometry, from the OMol25 dataset.

Geometry (Å):
Br1 2.13 2.12 2.34
Cl1 -0.31 4.50 -1.55
Cl2 -0.32 0.65 -4.18
Al1 0.48 0.99 -0.92
O1 2.36 0.86 -0.77
O2 -4.28 -1.05 0.32
O3 -1.47 -3.52 4.15
O4 -7.01 -0.85 -0.85
C1 -0.20 -0.99 -1.03
C2 -0.46 3.27 -2.92
C3 5.06 -0.81 -0.24
C4 -4.13 0.35 0.15
C5 5.60 2.97 -1.81
C6 -0.05 -1.80 0.39
C7 -0.14 1.83 -2.74
C8 5.28 0.32 -1.40
C9 -0.99 3.80 -4.41
C10 -1.71 -2.09 4.38
C11 0.44 2.86 1.58
C12 5.49 -0.34 1.27
C13 -0.92 -3.21 0.21
C14 -0.51 3.28 2.89
C15 -6.43 -0.95 -2.15
C16 -1.69 -3.65 1.61
C17 6.05 -2.11 -0.61
C18 3.05 1.96 -1.46
C19 4.66 1.80 -1.06
C20 -0.46 1.80 0.71
C21 -5.50 -1.38 1.00
C22 -0.69 -3.75 2.91
C23 -6.56 -1.89 0.02
H1 6.62 -1.95 -1.62
H2 -1.80 -3.01 -0.58
H3 6.20 2.57 -2.72
H4 -5.35 -1.07 -2.11
H5 -2.14 3.50 -4.51
H6 -1.22 -1.71 5.39
H7 6.30 0.51 1.22
H8 -0.59 2.31 3.58
H9 -1.61 3.52 2.55
H10 3.94 -1.19 -0.26
H11 -0.05 4.18 3.50
H12 4.73 2.07 0.10
H13 -1.24 -1.45 3.50
H14 1.10 -2.02 0.59
H15 -2.15 -4.74 1.46
H16 -0.73 0.91 1.46
H17 0.52 -1.53 -1.80
H18 0.20 -2.99 2.91
H19 0.68 3.87 1.04
H20 4.91 -0.15 -2.42
H21 2.71 2.97 -0.93
H22 -7.43 -2.22 0.59
H23 2.89 1.99 -2.62
H24 -3.89 0.82 1.11
H25 4.97 3.93 -2.07
H26 -0.22 -4.83 2.97
H27 -0.52 -1.26 1.32
H28 4.50 0.06 1.79
H29 -5.02 0.81 -0.28
H30 5.86 -1.25 1.95
H31 -0.99 4.99 -4.40
H32 -2.62 -2.95 1.83
H33 -5.88 -0.52 1.57
H34 -6.88 -1.80 -2.69
H35 5.43 -3.13 -0.57
H36 -1.52 2.23 0.36
H37 6.46 0.45 -1.52
H38 -0.37 3.35 -5.30
H39 6.88 -2.23 0.23
H40 -6.66 -0.03 -2.70
H41 -3.29 0.52 -0.54
H42 6.39 3.32 -0.99
H43 -1.28 -1.00 -1.48
H44 -2.88 -1.84 4.35
H45 -6.19 -2.75 -0.55
H46 -5.26 -2.18 1.71
H47 -0.27 -4.07 -0.25

Results
HOMO-LUMO gap in eV: 7.61
HOMO energy in eV: -5.016
Total charge: -1
Spin multiplicity: 1
LUMO in Ha: 0.0953



Record 4
The following is a quantum chemistry calculation of the molecule C24H31N5OS, from the OMol25 dataset.

Geometry (Å):
S1 -0.89 2.79 0.86
O1 -0.25 0.65 -1.91
N1 1.55 1.85 -1.30
N2 -0.90 0.01 0.95
N3 2.00 -2.92 0.14
N4 0.97 -0.34 2.03
N5 0.82 0.99 1.91
C1 0.23 1.66 -1.44
C2 0.64 -2.76 0.08
C3 0.25 -2.90 -1.23
C4 -4.63 0.04 0.59
C5 -0.05 -0.92 1.46
C6 2.46 -3.18 -1.11
C7 -6.52 -1.23 -0.19
C8 -5.33 -1.16 0.51
C9 3.14 2.59 0.41
C10 -0.28 1.20 1.26
C11 -0.17 -2.40 1.28
C12 -0.71 2.77 -0.98
C13 -7.04 -0.11 -0.81
C14 2.23 3.00 -0.75
C15 3.34 0.33 -0.59
C16 2.45 0.80 -1.75
C17 1.41 -3.18 -1.99
C18 -5.15 1.16 -0.05
C19 -3.32 0.12 1.30
C20 4.13 1.51 -0.01
C21 4.97 1.05 1.18
C22 -6.35 1.09 -0.74
C23 2.80 -2.86 1.33
C24 -2.18 -0.17 0.32
H1 -7.06 -2.17 -0.24
H2 -2.24 0.50 -0.54
H3 5.66 0.27 0.88
H4 -2.24 -1.19 -0.05
H5 1.52 3.74 -0.40
H6 1.85 -0.02 -2.13
H7 3.67 3.47 0.77
H8 2.54 -1.97 1.91
H9 3.07 1.20 -2.56
H10 4.01 -0.45 -0.95
H11 2.84 3.45 -1.55
H12 2.71 -0.09 0.19
H13 2.64 -3.74 1.95
H14 5.53 1.89 1.59
H15 1.45 -3.34 -3.04
H16 -7.97 -0.17 -1.35
H17 -0.75 -2.82 -1.61
H18 -4.94 -2.04 1.00
H19 4.79 1.91 -0.79
H20 4.32 0.66 1.96
H21 -3.28 -0.60 2.12
H22 2.51 2.20 1.22
H23 -4.62 2.10 0.01
H24 -6.74 1.97 -1.23
H25 -0.37 3.77 -1.26
H26 3.50 -3.35 -1.29
H27 3.85 -2.81 1.05
H28 -3.18 1.12 1.72
H29 -1.69 2.59 -1.42
H30 -1.21 -2.69 1.13
H31 0.21 -2.89 2.17

Results
HOMO-LUMO gap in eV: 8.54
Energy relative to the best compared isomer or geometry (same formula, charge and spin) in eV: 0.715
SMILES: CC1CCN(C(=O)CSc2nnc(Cc3cccn3C)n2CCc2ccccc2)CC1
HOMO energy in eV: -7.966
Spin multiplicity: 1
LUMO in Ha: 0.0210



Record 5
The following is a quantum chemistry calculation of a structure of composition C10H15N3OPPb at a distorted geometry, from the OMol25 dataset.

Geometry (Å):
Pb1 1.55 -0.65 -2.32
P1 0.13 3.34 -0.50
O1 1.90 -0.10 0.48
N1 -0.39 -0.29 0.71
N2 0.92 -0.16 2.62
N3 -2.59 -0.91 0.82
C1 -0.41 0.71 -2.72
C2 0.16 -1.07 -4.27
C3 -1.32 -1.00 2.82
C4 0.08 0.36 -4.03
C5 -0.33 -1.85 -3.21
C6 -0.69 -1.09 -2.06
C7 -1.39 -0.75 1.43
C8 0.86 -0.19 1.19
C9 -0.09 -0.65 3.43
C10 2.16 0.13 3.34
H1 -2.60 -0.85 -0.22
H2 -2.13 -1.36 3.39
H3 1.14 3.30 0.48
H4 2.53 -0.77 3.83
H5 0.54 0.98 -4.85
H6 -1.05 3.66 0.25
H7 -0.57 1.81 -2.45
H8 0.34 4.69 -0.99
H9 0.14 -0.73 4.48
H10 1.95 0.81 4.16
H11 -0.98 -1.72 -1.18
H12 2.90 0.56 2.65
H13 -0.32 -2.98 -3.31
H14 -3.18 -1.68 1.19
H15 0.73 -1.56 -5.18

Results
HOMO-LUMO gap in eV: 9.07
Energy relative to the best compared isomer or geometry (same formula, charge and spin) in eV: 0.000
HOMO energy in eV: -11.972
Total charge: +1
Spin multiplicity: 1
LUMO in Ha: -0.1067



Record 6
The following is a quantum chemistry calculation of the molecule C10H11NO2S at a distorted geometry, from the OMol25 dataset.

Geometry (Å):
S1 -1.23 0.84 1.09
O1 -1.45 -0.44 1.69
O2 -0.85 1.86 1.98
N1 -2.53 1.36 0.15
C1 -2.65 0.67 -0.99
C2 -1.25 0.63 -1.52
C3 2.84 -1.97 1.00
C4 0.90 -0.31 -0.01
C5 2.67 -0.68 1.43
C6 1.99 -2.42 0.02
C7 1.69 0.18 0.94
C8 -0.21 0.57 -0.41
C9 -0.30 1.77 -1.25
C10 0.94 -1.61 -0.47
H1 -1.17 0.24 -2.50
H2 -3.31 1.29 0.83
H3 0.48 1.89 -1.93
H4 3.33 -0.37 2.37
H5 0.19 -1.85 -1.31
H6 2.14 -3.50 -0.28
H7 3.55 -2.67 1.39
H8 1.37 1.18 1.35
H9 -0.77 2.67 -0.88
H10 -3.10 -0.39 -0.82
H11 -3.26 1.07 -1.86

Results
HOMO-LUMO gap in eV: 10.08
Energy relative to the best compared isomer or geometry (same formula, charge and spin) in eV: 1.443
SMILES: O=S1(=O)NC[C@H]2C[C@]21c1ccccc1
HOMO energy in eV: -9.431
Spin multiplicity: 1
LUMO in Ha: 0.0240



Record 7
The following is a quantum chemistry calculation of the molecule C4H3NO at a distorted geometry, from the OMol25 dataset.

Geometry (Å):
O1 -1.76 -0.87 0.17
N1 1.17 0.08 -1.57
C1 0.06 0.45 0.80
C2 -1.22 -0.26 1.08
C3 0.46 0.06 -0.41
C4 0.12 -0.76 -1.55
H1 0.67 1.18 1.40
H2 2.06 0.16 -1.99
H3 -1.55 -0.04 2.08

Results
HOMO-LUMO gap in eV: 9.39
Energy relative to the best compared isomer or geometry (same formula, charge and spin) in eV: 4.067
HOMO energy in eV: -9.330
Spin multiplicity: 1
LUMO in Ha: 0.0022



Record 8
The following is a quantum chemistry calculation of a structure of composition C3H3N2S2 at a distorted geometry, from the OMol25 dataset.

Geometry (Å):
S1 1.20 -2.39 -0.93
S2 0.24 1.20 1.38
N1 1.86 -0.75 1.09
N2 1.60 0.25 1.85
C1 -1.35 0.53 -0.76
C2 -0.08 0.40 0.01
C3 1.21 -1.00 0.00
H1 -1.97 0.87 0.09
H2 -1.13 1.24 -1.50
H3 -1.59 -0.35 -1.22

Results
HOMO-LUMO gap (alpha / beta) in eV: 5.86 / 5.86
Energy relative to the best compared isomer or geometry (same formula, charge and spin) in eV: 2.655
HOMO energy (alpha / beta) in eV: -2.510 / -2.511
Total charge: -1
Spin multiplicity: 1
LUMO (alpha / beta) in Ha: 0.1232 / 0.1232



Record 9
The following is a quantum chemistry calculation of the molecule C11H14ClNS at a distorted geometry, from the OMol25 dataset.

Geometry (Å):
Cl1 2.05 2.58 -0.30
S1 -4.06 -0.13 -0.29
N1 -0.98 0.66 -0.16
C1 3.63 0.37 -0.48
C2 1.70 -1.47 0.46
C3 -2.56 -1.21 -0.48
C4 2.96 -1.88 0.16
C5 3.89 -0.99 -0.34
C6 0.02 0.40 0.86
C7 -3.18 1.23 0.64
C8 -1.34 -0.45 -0.99
C9 2.40 0.82 -0.08
C10 1.40 -0.05 0.42
C11 -1.88 1.70 -0.05
H1 -3.03 0.85 1.66
H2 -0.32 -0.35 1.57
H3 -2.00 2.16 -1.02
H4 3.33 -2.89 0.40
H5 -0.47 -1.07 -1.14
H6 -2.31 -1.76 0.43
H7 -2.80 -1.93 -1.25
H8 0.19 1.36 1.37
H9 -3.84 2.09 0.72
H10 -1.57 -0.06 -1.99
H11 4.84 -1.34 -0.51
H12 -1.39 2.49 0.62
H13 0.99 -2.27 0.65
H14 4.34 1.14 -0.88

Results
HOMO-LUMO gap in eV: 8.71
Energy relative to the best compared isomer or geometry (same formula, charge and spin) in eV: 0.248
SMILES: Clc1ccccc1CN1CCSCC1
HOMO energy in eV: -7.897
Spin multiplicity: 1
LUMO in Ha: 0.0298



Record 10
The following is a quantum chemistry calculation of a structure of composition C27H27IrN7OS at a distorted geometry, from the OMol25 dataset.

Geometry (Å):
Ir1 -0.35 -0.75 -0.43
S1 -0.45 -2.93 -1.74
O1 -0.26 1.32 -1.42
N1 -1.37 0.64 1.37
N2 1.49 -0.68 -2.03
N3 1.56 -0.56 0.92
N4 -0.97 -2.17 1.41
N5 1.90 -1.85 -2.48
N6 1.59 -4.05 -2.97
N7 -2.55 -0.10 -0.92
C1 -1.88 -2.22 3.61
C2 -2.88 1.12 -0.50
C3 -3.25 -0.67 -1.91
C4 -4.60 1.28 -2.16
C5 3.79 -1.39 1.11
C6 2.66 4.01 -2.36
C7 -0.38 1.17 2.31
C8 0.66 2.12 -1.76
C9 0.90 1.69 1.64
C10 -4.28 -0.02 -2.55
C11 1.14 -2.90 -2.46
C12 2.30 0.33 -2.24
C13 2.01 1.70 -2.07
C14 2.98 2.67 -2.36
C15 2.46 -1.54 0.79
C16 0.37 3.52 -1.84
C17 3.27 0.84 1.77
C18 -2.14 1.68 0.69
C19 -3.89 1.85 -1.11
C20 -0.50 -3.40 1.60
C21 1.34 4.43 -2.13
C22 -1.40 -3.50 3.80
C23 -1.67 -1.59 2.38
C24 -2.29 -0.25 2.09
C25 4.21 -0.16 1.60
C26 1.94 0.62 1.42
C27 -0.71 -4.11 2.76
H1 -1.47 2.48 0.35
H2 -2.62 0.22 3.03
H3 3.99 2.37 -2.58
H4 -2.42 -1.71 4.39
H5 1.10 5.49 -2.17
H6 0.99 -4.85 -3.02
H7 -1.57 -4.02 4.73
H8 -5.39 1.82 -2.65
H9 3.57 1.79 2.18
H10 -0.34 -5.12 2.85
H11 1.33 2.47 2.27
H12 -0.66 3.82 -1.68
H13 3.42 4.75 -2.57
H14 0.64 2.16 0.69
H15 3.28 0.08 -2.66
H16 -4.14 2.84 -0.76
H17 -2.97 -1.68 -2.18
H18 -4.84 -0.51 -3.33
H19 4.48 -2.22 0.98
H20 -2.87 2.14 1.38
H21 2.47 -4.07 -3.46
H22 -3.16 -0.44 1.47
H23 0.04 -3.85 0.78
H24 -0.11 0.37 3.00
H25 5.25 0.00 1.85
H26 -0.83 1.99 2.90
H27 2.09 -2.49 0.42

Results
HOMO-LUMO gap (alpha / beta) in eV: 6.45 / 5.61
Energy relative to the best compared isomer or geometry (same formula, charge and spin) in eV: 3.909
HOMO energy (alpha / beta) in eV: -13.276 / -13.427
Total charge: +2
Spin multiplicity: 2
LUMO (alpha / beta) in Ha: -0.2507 / -0.2873



Record 11
The following is a quantum chemistry calculation of a structure of composition C3H8O4 at a distorted geometry, from the OMol25 dataset.

Geometry (Å):
O1 0.38 2.18 -0.04
O2 -0.48 -1.33 0.63
O3 2.21 0.22 -0.41
O4 2.39 -0.84 0.54
C1 -1.98 0.15 -0.49
C2 0.25 1.13 0.50
C3 -0.54 -0.31 -0.34
H1 -2.03 1.00 -1.16
H2 -2.39 0.42 0.48
H3 1.00 0.21 -0.56
H4 -0.18 -0.66 -1.31
H5 0.43 -1.65 0.68
H6 3.31 -0.73 0.81
H7 0.20 0.88 1.56
H8 -2.58 -0.67 -0.89

Results
HOMO-LUMO gap in eV: 10.10
Energy relative to the best compared isomer or geometry (same formula, charge and spin) in eV: 6.367
HOMO energy in eV: -9.383
Spin multiplicity: 1
LUMO in Ha: 0.0265



Record 12
The following is a quantum chemistry calculation of a structure of composition C4H14N3SW at a distorted geometry, from the OMol25 dataset.

Geometry (Å):
W1 0.34 1.65 -1.56
S1 -0.12 -0.53 -1.29
N1 -2.28 -0.56 0.50
N2 1.18 2.11 -3.42
N3 -0.69 -1.94 1.09
C1 3.15 0.71 0.31
C2 -1.08 -1.06 0.17
C3 -1.63 -2.05 2.19
C4 -2.74 -1.11 1.78
H1 -3.68 -1.63 1.64
H2 -1.99 -3.07 2.28
H3 3.95 1.45 0.21
H4 2.10 2.59 -3.40
H5 2.21 1.14 -0.36
H6 0.24 -2.41 1.03
H7 2.81 0.67 1.31
H8 -1.16 -1.75 3.12
H9 0.52 2.80 -3.85
H10 -0.46 1.98 -0.11
H11 -2.72 0.17 -0.04
H12 -2.89 -0.30 2.50
H13 3.68 -0.23 0.05
H14 1.28 1.35 -4.13

Results
HOMO-LUMO gap (alpha / beta) in eV: 6.76 / 6.44
Energy relative to the best compared isomer or geometry (same formula, charge and spin) in eV: 0.706
HOMO energy (alpha / beta) in eV: -10.663 / -9.888
Total charge: +1
Spin multiplicity: 3
LUMO (alpha / beta) in Ha: -0.1433 / -0.1269



What are the E values for these records? In order: -142285.556; -28434.387; -134480.808; -45725.375; -31657.566; -26965.940; -7728.677; -27808.231; -36481.024; -54574.153; -11424.903; -21495.264 eV.